{
  "formula": "C62H66MoN2O4P2Si2",
  "method": "ωB97M-V with the def2-TZVPD basis set",
  "elements": ["Mo", "P", "P", "Si", "Si", "O", "O", "O", "O", "N", "N", "C", "C", "C", "C", "C", "C", "C", "C", "C", "C", "C", "C", "C", "C", "C", "C", "C", "C", "C", "C", "C", "C", "C", "C", "C", "C", "C", "C", "C", "C", "C", "C", "C", "C", "C", "C", "C", "C", "C", "C", "C", "C", "C", "C", "C", "C", "C", "C", "C", "C", "C", "C", "C", "C", "C", "C", "C", "C", "C", "C", "C", "C", "H", "H", "H", "H", "H", "H", "H", "H", "H", "H", "H", "H", "H", "H", "H", "H", "H", "H", "H", "H", "H", "H", "H", "H", "H", "H", "H", "H", "H", "H", "H", "H", "H", "H", "H", "H", "H", "H", "H", "H", "H", "H", "H", "H", "H", "H", "H", "H", "H", "H", "H", "H", "H", "H", "H", "H", "H", "H", "H", "H", "H", "H", "H", "H", "H", "H"],
  "positions_angstrom": [[0.181, -0.079, -0.147], [2.725, 0.511, 0.277], [0.997, 2.304, -1.275], [2.520, -2.593, 0.616], [-0.261, 0.740, -3.663], [-2.566, -2.539, 2.943], [-0.871, 0.154, 1.244], [-0.807, -1.389, -0.776], [-3.058, -3.582, 1.012], [0.240, 0.957, -1.934], [1.870, -0.953, 0.173], [3.862, 3.408, -4.017], [-1.910, -2.304, -0.746], [-0.207, 2.423, -4.506], [4.937, 0.245, 1.993], [4.768, 0.615, 4.362], [-3.231, 1.679, 1.566], [4.936, -0.322, -3.040], [2.338, 3.089, -2.193], [-2.079, -4.902, 2.824], [-2.206, 0.664, 5.773], [-3.213, -1.657, -1.234], [-4.410, 2.395, 1.452], [-3.247, 0.302, 1.771], [-0.980, -3.160, -2.911], [-2.546, 0.413, 4.452], [-5.629, 1.742, 1.545], [-0.737, 3.717, 0.325], [-3.309, -0.311, -1.550], [0.040, -0.043, 5.340], [-1.620, -3.465, -1.714], [-0.698, -4.148, -3.839], [3.589, 0.576, 1.855], [4.968, 1.502, -0.937], [-1.922, -0.369, 2.092], [-1.912, -2.835, 0.719], [0.961, -0.535, -4.352], [2.829, 4.246, -1.583], [5.521, 0.270, 3.249], [2.878, 2.656, -3.396], [5.962, 1.536, -1.898], [3.933, -0.361, -2.084], [-2.018, 0.168, -4.014], [1.604, -3.770, -0.535], [-4.308, -2.487, -1.468], [3.964, 0.536, -1.022], [-1.676, -5.775, -2.384], [-1.590, 4.760, 0.648], [-1.587, -0.047, 3.559], [-0.916, 0.434, 6.224], [-4.437, -4.070, 2.924], [2.849, 0.976, 2.967], [5.953, 0.617, -2.941], [1.376, 1.620, 0.288], [-1.968, -4.786, -1.454], [-5.652, 0.371, 1.744], [-0.402, 4.669, -1.865], [-5.554, -0.629, -2.344], [-4.472, 0.200, -2.107], [3.818, 4.987, -2.205], [-3.037, -3.784, 2.419], [4.366, -2.714, 0.301], [-1.254, 5.710, -1.536], [-5.472, -1.972, -2.010], [-0.292, -0.275, 4.015], [-0.163, 3.648, -0.945], [4.320, 4.581, -3.435], [3.437, 0.982, 4.220], [-1.042, -5.465, -3.576], [-1.743, -1.920, 1.994], [2.189, -2.845, 2.449], [-4.470, -0.345, 1.865], [-1.860, 5.749, -0.287], [6.570, 0.030, 3.358], [-0.823, -6.244, -4.293], [-1.027, -3.490, 0.748], [0.514, -1.034, -5.215], [-6.553, 2.298, 1.461], [4.632, -3.773, 0.297], [-4.519, 1.248, -2.371], [-4.372, 3.467, 1.304], [-1.948, -6.799, -2.165], [-6.597, -0.151, 1.828], [-2.468, 0.353, -1.397], [-0.700, -2.137, -3.114], [1.131, -2.803, 2.712], [4.679, -2.295, -0.654], [-6.308, -2.634, -2.192], [-1.037, -4.645, 2.626], [-0.207, -3.885, -4.768], [3.137, -1.094, -2.148], [-6.453, -0.234, -2.797], [-0.222, 2.298, -5.591], [5.227, 0.623, 5.342], [-2.739, 0.961, -3.817], [-0.688, -2.035, 2.280], [1.041, -0.252, 5.693], [0.466, -0.646, 3.335], [4.184, 5.890, -1.736], [4.968, 2.213, -0.120], [2.531, 1.739, -3.849], [-1.431, 6.507, -2.245], [5.529, -0.016, 1.126], [1.220, -1.306, -3.625], [-4.671, -5.122, 2.779], [6.739, 0.642, -3.684], [-2.056, -0.048, -5.086], [-4.508, -1.403, 2.051], [-2.190, -5.075, 3.893], [2.865, 1.294, 5.083], [4.931, -1.030, -3.858], [-2.014, 4.823, 1.642], [-0.473, 2.974, 1.068], [4.945, -2.239, 1.091], [1.197, -4.620, 0.018], [-0.661, 0.609, 7.260], [0.785, -3.291, -1.066], [2.287, -4.181, -1.280], [-2.359, -0.721, -3.492], [1.825, 1.303, 2.833], [-1.099, 2.990, -4.233], [-3.565, 0.574, 4.132], [0.664, 3.024, -4.266], [-4.475, -3.838, 3.986], [-2.524, 6.564, -0.033], [-4.242, -3.539, -1.237], [5.071, 5.176, -3.937], [-5.176, -3.471, 2.397], [4.265, 3.078, -4.965], [2.430, 4.565, -0.626], [6.747, 2.278, -1.832], [0.098, 4.665, -2.824], [2.714, -2.100, 3.051], [2.557, -3.827, 2.753], [-2.333, -5.817, 2.290], [-2.476, -5.058, -0.542], [-2.286, 2.200, 1.507], [-2.958, 1.035, 6.457], [1.891, -0.082, -4.699]],
  "forces_ev_per_a": [[3.343, 2.089, -0.436], [0.264, 0.418, 0.799], [-0.372, 0.449, 0.553], [-0.026, -0.873, 0.098], [-0.391, -0.222, -0.667], [-0.238, 0.072, -0.096], [-0.799, 0.526, 1.133], [-1.296, -1.764, -1.097], [-0.139, 0.158, -0.141], [-0.157, 0.254, 0.566], [-0.237, 0.436, 0.004], [0.049, -0.035, -0.109], [-1.208, -0.951, -0.050], [0.165, -0.171, 0.271], [-0.032, -0.078, -0.050], [-0.017, 0.036, -0.014], [0.092, -0.029, -0.095], [-0.004, -0.064, -0.102], [-0.093, -0.134, 0.144], [-0.057, 0.162, -0.093], [0.004, -0.036, 0.073], [0.249, 0.344, 0.204], [0.068, 0.060, -0.058], [0.160, -0.007, -0.403], [-0.135, -0.042, 0.011], [-0.016, 0.063, -0.021], [-0.090, -0.045, -0.060], [0.086, 0.020, -0.108], [-0.164, -0.174, 0.668], [0.071, -0.050, 0.025], [0.494, 0.246, -0.020], [0.053, 0.114, -0.034], [-0.138, 0.153, -0.154], [-0.026, -0.019, 0.007], [-0.925, -0.789, 0.744], [0.244, 0.233, 0.041], [-0.138, 0.322, 0.039], [-0.002, -0.048, 0.001], [0.070, -0.023, 0.008], [0.023, -0.088, 0.112], [0.016, 0.071, -0.009], [-0.084, 0.064, 0.072], [0.491, -0.038, 0.020], [0.247, 0.174, 0.411], [-0.037, -0.012, 0.060], [-0.274, 0.133, 0.081], [0.003, -0.025, -0.007], [-0.004, 0.056, -0.001], [0.464, 0.183, -0.219], [-0.052, -0.015, -0.006], [0.145, 0.180, -0.138], [-0.014, 0.015, -0.040], [-0.025, 0.050, 0.014], [0.452, -1.080, -1.624], [0.044, 0.037, 0.047], [-0.053, -0.007, 0.017], [-0.004, -0.105, -0.059], [-0.005, 0.207, -0.001], [-0.171, 0.081, 0.250], [0.020, 0.054, 0.065], [-0.027, -0.324, 0.291], [-0.262, 0.272, 0.109], [-0.026, 0.048, -0.062], [0.025, -0.215, 0.050], [0.003, 0.045, 0.051], [0.156, -0.025, 0.156], [-0.012, -0.049, 0.026], [-0.003, 0.005, 0.027], [-0.020, -0.060, 0.015], [0.141, 0.151, -0.312], [0.006, 0.064, -0.334], [0.131, -0.076, -0.185], [0.009, -0.060, 0.064], [-0.006, -0.036, -0.005], [0.004, 0.009, -0.011], [-0.049, -0.012, -0.014], [-0.033, 0.007, -0.005], [0.001, -0.010, 0.020], [-0.100, -0.053, 0.022], [-0.050, 0.022, 0.034], [-0.021, -0.014, -0.027], [-0.014, -0.002, -0.018], [0.000, 0.016, -0.026], [-0.039, 0.070, 0.037], [-0.018, -0.022, -0.058], [-0.003, -0.029, -0.022], [0.011, -0.067, -0.017], [-0.012, 0.025, -0.002], [0.003, -0.015, -0.002], [0.011, -0.025, -0.005], [0.020, -0.024, -0.054], [-0.006, 0.004, 0.024], [-0.028, -0.133, -0.008], [0.015, 0.016, -0.003], [0.108, -0.006, -0.050], [-0.066, -0.028, 0.049], [0.037, 0.001, -0.034], [0.040, 0.036, 0.037], [0.007, 0.002, -0.013], [0.068, 0.014, -0.020], [0.011, -0.015, -0.040], [-0.006, -0.030, -0.029], [0.014, -0.037, 0.045], [-0.024, 0.027, 0.030], [-0.042, -0.009, 0.012], [0.001, -0.018, 0.001], [0.121, 0.070, -0.073], [0.006, -0.174, 0.019], [0.071, -0.036, 0.014], [-0.028, 0.015, 0.003], [-0.011, 0.002, 0.005], [-0.027, -0.032, -0.003], [0.000, 0.044, -0.001], [0.012, -0.023, 0.013], [-0.040, 0.001, 0.003], [0.008, 0.024, -0.003], [0.007, -0.053, -0.010], [0.040, 0.060, -0.023], [0.153, 0.024, -0.303], [-0.042, -0.016, 0.077], [-0.031, -0.031, 0.006], [0.019, 0.039, 0.004], [-0.020, 0.073, -0.109], [-0.022, -0.054, 0.020], [0.022, 0.024, -0.003], [-0.070, -0.007, -0.024], [0.014, -0.008, 0.010], [0.018, 0.048, -0.005], [0.007, 0.005, 0.000], [-0.003, 0.070, -0.029], [0.010, -0.005, -0.006], [-0.038, 0.033, -0.029], [0.021, 0.039, -0.034], [0.030, -0.026, -0.047], [0.015, -0.025, 0.013], [0.011, 0.012, 0.054], [-0.094, -0.051, 0.074], [-0.023, -0.029, -0.008], [0.021, 0.006, 0.028]],
  "e_tot_ha": -4142.1859,
  "lumo_ev": -6.97,
  "charge": 2
}